ORCA calculation (ωB97M-V with the def2-TZVPD basis set) on a cluster of 2 separate species, C3H6FN in total.

The geometry in XYZ format:
```
11
Properties=species:S:1:pos:R:3:forces:R:3:nbo_charge:R:1
C -0.267 0.313 0.965 0.64 -0.04 1.45 -0.30
C 0.109 -0.920 0.058 0.08 -0.02 2.39 -0.21
C 0.604 -0.809 -1.196 -1.96 -5.41 4.25 0.14
H -0.764 0.950 -0.886 0.07 3.69 3.90 0.28
H 0.303 2.263 0.226 -1.87 -2.02 0.14 0.36
H -1.188 0.105 1.615 1.60 -0.35 -0.71 0.21
H 0.636 0.598 1.573 -0.83 -1.24 0.27 0.21
H 0.010 -2.005 0.658 0.48 3.09 -2.03 0.24
H 0.393 0.034 -1.743 0.65 1.36 -2.35 0.19
N -0.579 1.629 0.395 0.64 -1.54 -6.22 -0.76
F 0.743 -2.159 -1.665 0.50 2.48 -1.09 -0.36
```
Positions in Å, forces in eV/Å.

The energy above the lowest of the compared OMol25 structures with the same formula, charge and spin comes out at 374.7 kJ/mol. The value obtained for the electronic energy is -7410.9786 eV. The value obtained for the molar mass is 75.086 g mol⁻¹. The calculation puts the gap between HOMO and LUMO at 10.4 eV. As for the largest force on an atom: 7.148 eV/A.